Record 1
DFT (ωB97M-V with the def2-TZVPD basis set) results for a cluster of 10 separate species, C6H34N2O9 in total at a distorted geometry.

Output
E_HOMO (alpha / beta): 0.2 / -6.4 eV
LUMO level (alpha / beta): 2.9 / 2.9 eV
Electronic energy: -28180.46603 eV
⟨S²⟩: 0.751
2S+1: 2
Total charge: -1
Energy relative to the best compared isomer or geometry (same formula, charge and spin): 0.0 kcal/mol

```
51
Properties=species:S:1:pos:R:3:forces:R:3
N -0.034 -2.196 1.893 0.4985 -0.1242 -0.4915
C -0.297 -0.920 2.588 -0.8254 -1.8627 0.4217
C -0.294 -1.160 4.113 1.7348 0.3729 0.3024
C -1.615 -0.321 2.117 0.1755 1.3129 -0.4082
N -1.423 1.065 1.664 0.3942 -0.5704 -0.2589
C -2.664 1.667 1.199 0.2782 0.7100 1.5100
C -2.401 3.087 0.675 -0.3553 -1.9957 -1.2786
C -1.854 2.994 -0.759 -0.3837 1.8785 -0.4607
H -0.641 -3.008 1.950 -0.4551 0.5791 0.6000
H 0.887 -2.519 2.162 0.0650 -0.0682 -0.2452
H 0.558 -0.340 2.282 0.0413 0.6852 0.0411
H 0.525 -1.862 4.301 -0.3536 -0.4688 0.0131
H -1.228 -1.545 4.488 -0.3041 -0.2355 0.0693
H 0.067 -0.352 4.774 -0.7060 0.4400 -0.5462
H -2.295 -0.225 2.947 -0.3853 -0.1893 0.5237
H -2.150 -0.912 1.361 0.3957 -0.2720 -0.1001
H -0.652 1.117 0.992 -0.4911 -0.1125 -0.0678
H -3.255 1.756 2.128 -0.1505 -0.0261 -0.2393
H -3.277 1.055 0.521 0.3454 0.0302 -0.3073
H -3.381 3.561 0.669 0.2327 0.6725 0.1554
H -1.633 3.553 1.290 -0.4049 0.2558 0.2841
H -1.042 2.283 -0.877 0.0866 0.3574 0.0437
H -2.570 2.837 -1.574 -0.3223 -0.7555 0.5735
H -1.569 4.026 -1.038 0.7547 -0.4297 0.1301
H 2.540 -2.402 -0.891 -0.2395 0.1703 0.0488
H 1.418 -1.398 -1.087 0.0561 -0.3306 0.1460
O 2.352 -1.455 -0.837 0.7740 0.3063 0.1715
H -1.038 -3.414 -3.608 -0.4390 -0.0790 -0.8055
H -2.002 -2.159 -4.105 0.0180 -0.2088 -0.5570
O -1.382 -2.529 -3.474 0.5619 0.3808 1.4036
H 3.269 -1.017 1.785 1.0165 -0.2904 -0.4473
H 3.039 -0.520 3.057 0.5100 0.4465 0.8165
O 3.786 -0.944 2.612 -1.4692 -0.1333 -0.5573
H -0.267 0.529 -1.499 -0.2655 0.3685 -0.0667
H -0.521 -0.420 -2.590 -0.4482 0.0819 -0.1855
O -0.942 0.377 -2.195 0.8044 -0.7117 0.2376
H 3.235 -0.491 -3.258 -0.2584 -0.2875 -0.0109
H 2.321 0.643 -3.809 -0.0528 -0.3402 -0.1445
O 2.958 0.417 -3.123 0.1888 0.7206 0.0208
H -3.098 0.441 -4.558 0.2103 -0.1246 -0.0184
H -1.741 0.497 -3.854 -0.0454 -0.1535 -0.0814
O -2.218 0.036 -4.570 -0.4067 0.2106 -0.1639
H -0.541 -2.738 -0.342 0.6350 0.0373 0.7021
H -0.412 -2.560 -1.764 0.4186 -0.1519 -0.5344
O 0.145 -2.848 -1.018 -1.4470 -0.0807 -0.4471
H 1.935 0.933 -0.668 0.4428 -0.1271 0.0019
H 1.892 2.110 -1.586 0.1577 0.1380 -0.2071
O 2.179 1.872 -0.699 -0.4384 -0.0050 0.4674
H 1.303 1.892 2.573 -0.0503 -0.1844 0.1727
H 2.196 2.021 1.383 0.2805 -0.4792 -0.0568
O 2.114 1.511 2.213 -0.3795 0.6432 -0.1692
```
Forces are in eV/Å.

Record 2
DFT (ωB97M-V with the def2-TZVPD basis set) results for a structure of composition C46H36GeN6O4S4Tc at a distorted geometry.

Output
E_HOMO: -9.9 eV
LUMO level: -3.4 eV
Electronic energy: -167466.25917 eV
Total charge: +1
Energy relative to the best compared isomer or geometry (same formula, charge and spin): 0.0 kcal/mol

```
98
Properties=species:S:1:pos:R:3:forces:R:3
Tc 0.246 0.612 -1.153 -0.0217 1.6670 -0.1711
O 2.860 7.268 -0.112 0.1632 0.2798 0.0400
C 2.346 6.196 -0.099 -0.1328 -0.3406 -0.0012
S 3.207 4.675 -0.420 -0.1271 -0.3052 0.0065
C 1.814 3.601 -0.304 -0.3147 0.4100 0.1355
C 0.634 4.187 -0.013 0.0516 0.0317 0.0486
S -1.014 3.571 -0.095 0.6451 -0.3417 -0.3017
S 0.629 5.930 0.250 -0.2140 0.0117 0.0337
S 2.132 1.931 -0.542 -0.2424 -0.7771 -0.3153
C -2.157 -2.808 -2.701 -0.0480 0.0723 0.1067
C -1.374 -1.558 -2.498 -0.2304 0.0746 1.4191
N -1.259 -0.952 -1.337 -0.1780 -0.1132 -0.4327
O -1.943 -1.522 -0.262 0.0045 -0.2296 -0.0599
C -0.642 -0.908 -3.526 0.3742 0.3461 -0.4500
C -0.593 -1.305 -4.967 0.0772 0.2398 0.2166
N 0.009 0.116 -3.023 -0.3738 -0.9998 -0.1420
O 0.804 0.917 -3.568 0.2151 0.2766 0.3896
H -3.083 -2.787 -2.131 0.0772 -0.0185 -0.1073
H -1.584 -3.665 -2.349 0.1188 -0.0274 0.0144
H -2.382 -2.946 -3.752 -0.0524 -0.0452 -0.0916
H -2.888 -1.293 -0.372 0.3340 0.0470 -0.2102
H -0.132 -2.286 -5.090 0.0314 -0.0259 -0.0080
H -0.010 -0.568 -5.514 0.0151 -0.0095 -0.0666
H -1.594 -1.346 -5.389 -0.0967 0.0147 -0.0783
C 6.152 -6.418 9.009 -0.1295 -0.0953 0.2859
O 6.708 -6.013 7.777 0.1653 0.0801 -0.2529
C 5.974 -5.253 6.946 -0.1166 0.2200 -0.3289
C 4.689 -4.772 7.209 0.2511 -0.2212 0.3042
C 4.015 -4.039 6.255 0.1153 0.1374 -0.4641
C 4.595 -3.767 5.015 0.3388 -0.3521 0.5677
C 5.904 -4.206 4.777 -0.3207 0.0985 0.1272
C 6.581 -4.930 5.725 0.0452 -0.1703 0.2342
C 3.837 -3.078 4.001 -0.3884 0.2908 -0.3847
N 2.703 -2.431 4.182 0.0275 -0.1173 0.4946
C 2.329 -1.976 2.963 0.9722 -0.4686 -0.9292
C 3.270 -2.364 1.996 -0.9047 0.4186 0.6165
N 4.215 -3.062 2.682 0.1230 -0.0902 0.1685
C 3.149 -2.043 0.627 -0.2659 0.2638 -0.3416
C 4.044 -2.414 -0.389 -0.2616 0.1825 -0.1848
C 3.797 -1.998 -1.676 0.0652 -0.1270 0.3238
C 2.660 -1.232 -1.939 0.1149 -0.1058 -0.4097
N 1.803 -0.884 -1.003 -0.0508 0.1038 -0.0661
C 2.027 -1.256 0.270 0.5605 -0.4751 0.2294
C 1.075 -0.820 1.247 0.1641 -0.2014 0.7255
N 0.075 -0.010 0.826 -0.0330 -0.1602 0.0843
C -0.872 0.329 1.685 -0.2393 0.2485 -0.0544
C -0.867 -0.062 3.020 0.2804 -0.2068 0.0943
C 0.186 -0.811 3.496 -0.1437 0.1173 -0.2358
C 1.188 -1.207 2.603 -0.1178 0.2256 -0.5762
H 6.904 -7.051 9.477 -0.0726 0.0668 -0.0001
H 5.237 -6.999 8.861 0.0269 0.0536 -0.0076
H 5.946 -5.559 9.652 -0.0083 -0.0367 -0.0086
H 4.213 -4.967 8.156 -0.0430 -0.0519 0.0784
H 3.022 -3.669 6.454 -0.1122 -0.0055 0.0248
H 6.409 -3.959 3.855 0.0903 -0.0104 -0.1000
H 7.590 -5.270 5.552 0.1241 -0.0534 -0.0233
H 5.018 -3.530 2.297 -0.0364 0.0092 0.0524
H 4.912 -3.013 -0.161 0.1154 -0.0370 0.0018
H 4.473 -2.244 -2.479 0.0194 -0.0303 -0.0935
H 2.450 -0.888 -2.942 -0.0104 0.1042 -0.0330
H -1.662 0.954 1.294 0.0117 0.0088 0.0232
H -1.677 0.237 3.665 -0.0590 0.0849 0.0281
H 0.260 -1.113 4.529 -0.0214 -0.0105 0.1381
C -1.112 2.115 -0.936 0.2006 0.0404 0.1386
Ge -2.854 2.420 -1.909 -0.2326 -0.0129 -0.2794
C -3.773 0.724 -2.389 0.3457 0.7850 0.2193
C -4.393 -0.059 -1.422 -0.0759 0.1417 0.0478
C -5.126 -1.178 -1.781 -0.1287 -0.0721 0.0991
C -5.244 -1.526 -3.117 -0.0533 0.0064 -0.0418
C -4.620 -0.759 -4.087 -0.1059 -0.1445 -0.0716
C -3.891 0.359 -3.723 0.1255 0.2169 0.0028
C -4.029 3.665 -0.897 0.4240 -0.5197 -0.4885
C -3.701 5.017 -0.887 0.0253 0.0254 -0.1386
C -4.445 5.916 -0.146 0.0013 0.1381 -0.0109
C -5.549 5.481 0.568 -0.0606 -0.0505 0.0185
C -5.907 4.144 0.531 -0.1200 -0.0027 0.1115
C -5.144 3.239 -0.189 0.0365 -0.1567 -0.0362
C -2.136 3.384 -3.488 -0.2552 -0.3811 0.5640
C -0.771 3.579 -3.656 0.1028 -0.1497 0.2264
C -0.287 4.300 -4.731 0.0846 0.0611 -0.0922
C -1.169 4.845 -5.649 0.0410 0.0215 -0.0149
C -2.534 4.672 -5.483 -0.1077 0.0380 -0.0971
C -3.013 3.946 -4.407 -0.1643 -0.1527 0.1255
H -4.328 0.234 -0.381 -0.0766 -0.0213 0.1517
H -5.618 -1.769 -1.022 -0.0626 -0.0611 0.0581
H -5.822 -2.391 -3.400 -0.0817 -0.1065 -0.0405
H -4.718 -1.022 -5.130 -0.0143 -0.0374 -0.1088
H -3.418 0.972 -4.477 0.0323 0.0275 -0.1637
H -2.856 5.366 -1.467 0.0291 0.0878 -0.0174
H -4.167 6.959 -0.127 0.0187 0.1145 -0.0275
H -6.136 6.183 1.142 -0.0436 0.0499 0.0371
H -6.782 3.802 1.061 -0.0783 -0.0261 0.0754
H -5.428 2.197 -0.210 -0.1116 -0.0586 0.0292
H -0.071 3.153 -2.948 0.0650 0.0459 -0.0511
H 0.778 4.435 -4.849 0.0587 0.0139 -0.0208
H -0.793 5.406 -6.490 0.0249 0.0781 -0.0900
H -3.225 5.105 -6.189 -0.0655 0.0466 -0.0815
H -4.078 3.812 -4.264 -0.1287 0.0900 -0.1167
```
Forces are in eV/Å.

Record 3
DFT (ωB97M-V with the def2-TZVPD basis set) results for a cluster of 2 separate species, C9H14 in total at a distorted geometry.

Output
E_HOMO: -9.0 eV
LUMO level: 1.1 eV
Electronic energy: -9560.03182 eV
Energy relative to the best compared isomer or geometry (same formula, charge and spin): 3.5 kcal/mol
Structure (SMILES): Cc1ccccc1.CC

```
23
Properties=species:S:1:pos:R:3:forces:R:3
C 1.971 -0.061 -1.773 0.4817 -0.3523 -0.8187
C 0.568 -0.504 -1.477 0.1535 0.0968 0.4567
C -0.476 0.428 -1.511 0.6379 -0.1931 -0.3895
C 0.313 -1.784 -1.003 -0.2616 0.1719 0.0778
C -1.725 0.096 -1.040 -0.7234 -0.0796 0.3076
C -0.951 -2.112 -0.540 -0.4306 -0.0289 0.1517
C -1.974 -1.177 -0.531 0.5061 0.1370 -0.1927
H 2.693 -0.876 -1.694 -0.1756 -0.0945 0.2186
H 2.312 0.727 -1.104 -0.1185 0.1381 0.0409
H -0.236 1.396 -1.941 -0.2876 0.1070 0.2213
H 1.092 -2.526 -0.941 0.2531 -0.0192 -0.0775
H -2.543 0.808 -1.007 0.1934 0.1412 -0.1949
H -1.153 -3.094 -0.143 0.0943 -0.2049 0.0125
H -2.941 -1.424 -0.122 -0.1269 -0.0364 -0.0092
H 2.091 0.282 -2.808 -0.1927 0.2263 0.1711
C 0.777 0.900 1.959 -0.5985 -0.3522 0.8274
C -0.510 1.582 2.446 0.3048 0.3102 -0.5575
H 0.696 -0.141 2.287 0.2352 -0.1017 -0.4000
H 0.844 0.954 0.877 0.1422 -0.1232 -0.0265
H 1.683 1.273 2.431 0.0334 0.3418 -0.1234
H -1.358 0.989 2.106 -0.1421 0.0352 0.0841
H -0.559 1.687 3.527 0.0365 -0.0820 0.0859
H -0.617 2.577 2.003 -0.0147 -0.0375 0.1345
```
Forces are in eV/Å.

- Which formula does entry 1 have?
  C6H34N2O9